Entry 1:
Molecular formula: C79H78NNbO13PS3
Method: DFT, ωB97M-V/def2-TZVPD

Geometry (Å):
C -5.17 0.47 2.84
C -5.42 0.93 1.75
Nb -6.11 1.78 -0.24
C -7.56 3.16 0.83
C -4.64 3.47 -0.07
C -4.17 3.70 1.37
C -3.47 5.05 1.58
C -3.21 5.34 3.06
C -2.57 4.20 3.82
O -1.32 3.83 3.26
C -1.12 2.45 3.04
C -4.39 0.63 -1.14
C -3.04 0.76 -0.39
C -2.59 -0.60 0.13
S -2.13 -1.73 -1.23
C -0.97 -2.68 -0.25
S -1.55 -3.86 0.70
N 0.40 -2.35 -0.24
C 0.82 -1.43 -1.31
C 2.35 -1.34 -1.31
O 2.89 -1.47 -0.01
C 2.01 -0.90 0.94
C 0.81 -1.82 1.09
O -7.49 0.34 -0.36
C -7.53 -0.76 -1.26
C -7.46 -2.10 -0.49
C -6.04 -2.66 -0.46
C -8.11 -1.99 0.88
C -9.58 -1.58 0.75
C -8.04 -3.31 1.69
P -6.81 2.81 -2.58
O -5.79 4.03 -2.97
O -8.23 3.61 -2.54
S -6.79 1.52 -4.05
H -4.88 0.20 3.82
H -8.34 2.49 1.20
H -8.04 3.88 0.16
H -7.15 3.69 1.68
H -3.78 3.37 -0.73
H -5.14 4.39 -0.39
H -5.00 3.66 2.07
H -3.47 2.92 1.66
H -2.55 5.11 1.00
H -4.17 5.81 1.23
H -4.15 5.57 3.56
H -2.57 6.21 3.17
H -3.26 3.36 3.86
H -2.40 4.50 4.86
H -1.33 2.18 2.01
H -0.08 2.20 3.25
H -1.74 1.83 3.69
H -4.62 -0.43 -1.27
H -4.26 1.03 -2.15
H -2.27 1.13 -1.06
H -3.11 1.38 0.50
H -3.39 -1.02 0.73
H -1.71 -0.47 0.74
H 0.42 -0.42 -1.16
H 0.50 -1.80 -2.27
H 2.61 -0.35 -1.69
H 2.79 -2.11 -1.93
H 2.53 -0.79 1.88
H 1.71 0.10 0.60
H 1.11 -2.65 1.72
H -0.01 -1.32 1.60
H -8.50 -0.73 -1.76
H -6.78 -0.72 -2.04
H -8.08 -2.80 -1.06
H -5.52 -2.51 -1.40
H -6.02 -3.71 -0.20
H -5.45 -2.14 0.30
H -7.60 -1.23 1.48
H -10.15 -1.90 1.62
H -9.65 -0.50 0.65
H -10.01 -2.00 -0.16
H -8.96 -3.88 1.57
H -7.18 -3.92 1.45
H -7.96 -3.06 2.75
H -5.20 3.69 -3.65
H -8.87 3.08 -3.03
C 7.47 0.66 -1.87
C 6.30 0.94 -1.18
C 5.38 1.83 -1.71
C 5.63 2.45 -2.93
C 6.82 2.18 -3.61
C 7.74 1.28 -3.08
C 7.13 2.86 -4.90
O 8.16 2.62 -5.50
C 6.14 3.84 -5.43
C 6.43 4.52 -6.61
C 5.52 5.42 -7.13
C 4.31 5.65 -6.48
C 4.02 4.98 -5.30
C 4.94 4.08 -4.77
C 4.62 3.38 -3.49
O 3.56 3.58 -2.92
H 8.19 -0.04 -1.46
H 6.10 0.46 -0.24
H 4.46 2.05 -1.19
H 8.65 1.07 -3.62
H 7.37 4.34 -7.11
H 5.75 5.95 -8.04
H 3.59 6.35 -6.89
H 3.08 5.14 -4.79
C 3.23 1.32 7.91
C 3.24 1.44 6.53
C 3.16 0.31 5.73
C 3.08 -0.95 6.32
C 3.09 -1.07 7.71
C 3.15 0.07 8.51
C 3.04 -2.40 8.37
O 3.04 -2.51 9.58
C 2.98 -3.61 7.49
C 2.96 -4.87 8.08
C 2.89 -6.00 7.28
C 2.83 -5.88 5.90
C 2.86 -4.62 5.31
C 2.94 -3.49 6.10
C 2.98 -2.15 5.45
O 2.96 -2.04 4.24
H 3.27 2.21 8.53
H 3.30 2.42 6.07
H 3.16 0.39 4.66
H 3.15 -0.03 9.58
H 3.00 -4.95 9.16
H 2.88 -6.98 7.74
H 2.77 -6.76 5.28
H 2.81 -4.52 4.23
C 4.36 -0.45 -13.09
C 5.33 -0.60 -14.07
C 6.65 -0.27 -13.80
C 7.00 0.21 -12.55
C 6.02 0.38 -11.57
C 4.70 0.04 -11.84
C 6.37 0.94 -10.23
O 5.52 1.08 -9.37
C 7.79 1.32 -9.98
C 8.12 1.89 -8.76
C 9.44 2.24 -8.50
C 10.42 2.03 -9.46
C 10.09 1.47 -10.68
C 8.77 1.12 -10.95
C 8.43 0.55 -12.28
O 9.28 0.35 -13.12
H 3.33 -0.71 -13.29
H 5.05 -0.97 -15.05
H 7.41 -0.39 -14.56
H 3.96 0.17 -11.07
H 7.36 2.04 -8.01
H 9.69 2.68 -7.54
H 11.45 2.30 -9.25
H 10.85 1.30 -11.43
C -0.09 -3.52 9.54
C -0.91 -4.50 10.10
C -2.07 -4.88 9.46
C -2.43 -4.28 8.26
C -1.62 -3.29 7.70
C -0.45 -2.92 8.35
C -2.01 -2.60 6.43
O -1.29 -1.74 5.95
C -3.28 -3.01 5.78
C -3.69 -2.36 4.62
C -4.86 -2.75 3.99
C -5.63 -3.78 4.51
C -5.23 -4.42 5.67
C -4.06 -4.04 6.31
C -3.67 -4.73 7.57
O -4.34 -5.64 8.03
H 0.83 -3.22 10.03
H -0.63 -4.96 11.04
H -2.71 -5.65 9.88
H 0.18 -2.15 7.91
H -3.09 -1.56 4.21
H -5.18 -2.25 3.08
H -6.54 -4.08 4.01
H -5.83 -5.23 6.09

Summary:
- total charge = -1
- HOMO (eV) = -5.28
- HOMO-LUMO gap (eV) = 5.3

Here are the Löwdin charges for atoms 1 to 4, given in e: -0.05, -0.24, 1.68, -0.29

---

Entry 2:
Molecular formula: C79H79BrF18O3
Method: DFT, ωB97M-V/def2-TZVPD

Geometry (Å):
C 6.30 -6.57 2.35
C 6.12 -5.46 1.29
C 6.93 -4.16 1.62
C 5.94 -3.22 2.37
O 6.44 -1.98 2.82
C 6.61 -0.90 1.94
C 8.10 -0.97 1.47
C 9.09 -1.54 2.50
C 10.52 -1.32 1.91
Br 9.08 -0.75 4.29
O 6.33 0.21 2.81
C 6.77 1.47 2.42
O 6.02 2.21 1.94
C 8.17 2.05 2.71
C 8.15 2.53 4.19
F 8.41 3.15 1.93
C 5.64 -0.87 0.71
F 5.90 -1.87 -0.16
F 5.90 0.21 -0.05
C 4.10 -0.79 1.06
F 3.80 -1.14 2.31
F 3.76 0.50 0.96
C 3.18 -1.57 0.10
F 3.47 -2.88 0.02
F 3.37 -1.08 -1.12
C 1.63 -1.52 0.39
F 1.20 -0.45 1.05
F 1.02 -1.50 -0.81
C 1.06 -2.77 1.11
F 1.81 -3.13 2.15
F 0.89 -3.78 0.27
C -0.36 -2.50 1.71
F -1.12 -1.84 0.85
F -0.27 -1.85 2.87
C -1.14 -3.83 2.03
F -0.36 -4.80 2.49
F -1.78 -4.18 0.91
C -2.25 -3.61 3.11
F -1.76 -3.68 4.31
F -3.09 -4.64 3.00
F -2.95 -2.53 2.91
H 5.85 -6.23 3.29
H 7.37 -6.77 2.47
H 5.78 -7.46 1.98
H 6.51 -5.82 0.33
H 5.07 -5.21 1.10
H 7.77 -4.47 2.26
H 7.24 -3.76 0.65
H 5.68 -3.80 3.27
H 5.02 -3.22 1.77
H 8.09 -1.72 0.66
H 8.43 -0.05 0.98
H 9.00 -2.62 2.63
H 10.94 -0.36 2.25
H 11.21 -2.11 2.23
H 10.45 -1.30 0.82
H 8.99 1.35 2.53
H 7.97 3.61 4.17
H 7.33 2.02 4.71
H 9.10 2.34 4.69
C 4.11 4.66 4.41
C 3.72 3.95 3.28
C 2.51 4.23 2.67
C 1.68 5.23 3.18
C 2.07 5.93 4.31
C 3.28 5.65 4.93
H 5.06 4.44 4.88
H 4.35 3.17 2.88
H 2.21 3.68 1.79
H 0.74 5.45 2.70
H 1.42 6.70 4.72
H 3.58 6.21 5.81
C -2.56 -7.72 1.71
C -2.20 -8.77 0.88
C -2.28 -10.08 1.34
C -2.72 -10.33 2.63
C -3.07 -9.28 3.46
C -2.99 -7.97 3.00
H -2.50 -6.70 1.34
H -1.86 -8.58 -0.13
H -2.00 -10.90 0.69
H -2.78 -11.35 2.99
H -3.41 -9.48 4.47
H -3.27 -7.15 3.65
C -4.75 -2.73 -3.28
C -5.41 -3.82 -3.84
C -5.36 -5.06 -3.21
C -4.66 -5.21 -2.03
C -4.00 -4.12 -1.47
C -4.04 -2.88 -2.10
H -4.79 -1.77 -3.77
H -5.95 -3.70 -4.77
H -5.88 -5.90 -3.65
H -4.63 -6.17 -1.53
H -3.45 -4.24 -0.55
H -3.53 -2.04 -1.66
C -6.74 2.27 -5.66
C -5.54 2.38 -6.35
C -4.39 1.78 -5.84
C -4.45 1.09 -4.64
C -5.65 0.99 -3.95
C -6.80 1.58 -4.46
H -7.64 2.73 -6.06
H -5.50 2.92 -7.29
H -3.46 1.86 -6.38
H -3.55 0.62 -4.25
H -5.69 0.45 -3.01
H -7.73 1.51 -3.92
C -6.01 -3.86 -9.09
C -4.98 -3.38 -8.29
C -5.11 -2.14 -7.67
C -6.26 -1.39 -7.85
C -7.29 -1.87 -8.65
C -7.16 -3.11 -9.27
H -5.92 -4.83 -9.57
H -4.08 -3.96 -8.15
H -4.31 -1.76 -7.05
H -6.36 -0.42 -7.36
H -8.19 -1.28 -8.79
H -7.96 -3.49 -9.89
C -8.68 1.85 -9.11
C -9.08 1.12 -10.22
C -10.30 1.38 -10.82
C -11.13 2.36 -10.31
C -10.75 3.08 -9.18
C -9.52 2.83 -8.59
H -7.72 1.65 -8.64
H -8.43 0.35 -10.62
H -10.60 0.81 -11.70
H -12.09 2.56 -10.78
H -11.40 3.84 -8.78
H -9.22 3.39 -7.71
C -0.29 4.03 -0.19
C 0.20 2.75 -0.36
C -0.57 1.80 -1.01
C -1.83 2.13 -1.49
C -2.32 3.42 -1.31
C -1.55 4.37 -0.66
H 0.32 4.78 0.32
H 1.18 2.48 0.01
H -0.19 0.79 -1.15
H -2.44 1.39 -2.00
H -3.31 3.68 -1.68
H -1.93 5.38 -0.52
C 7.26 8.05 7.08
C 6.59 6.98 6.51
C 6.60 5.74 7.14
C 7.29 5.58 8.33
C 7.96 6.65 8.90
C 7.95 7.89 8.27
H 7.24 9.02 6.59
H 6.05 7.10 5.57
H 6.07 4.90 6.70
H 7.29 4.61 8.83
H 8.50 6.52 9.83
H 8.47 8.73 8.71
C 9.65 9.25 13.10
C 8.85 8.62 12.16
C 7.65 8.04 12.54
C 7.24 8.09 13.87
C 8.05 8.71 14.81
C 9.25 9.29 14.43
H 10.58 9.71 12.81
H 9.16 8.58 11.12
H 7.02 7.55 11.80
H 6.30 7.64 14.17
H 7.73 8.74 15.85
H 9.87 9.78 15.17
C -12.67 -0.96 -9.17
C -12.17 -2.25 -9.35
C -12.94 -3.21 -9.99
C -14.21 -2.89 -10.44
C -14.71 -1.61 -10.25
C -13.94 -0.65 -9.62
H -12.06 -0.21 -8.68
H -11.18 -2.50 -8.99
H -12.55 -4.21 -10.13
H -14.81 -3.64 -10.94
H -15.71 -1.36 -10.60
H -14.33 0.35 -9.47

Summary:
- total charge = 0
- HOMO (eV) = -9.16
- structure (SMILES) = CCCCO[C@](C[C@@H](C)Br)(OC(=O)[C@H](C)F)C(F)(F)C(F)(F)C(F)(F)C(F)(F)C(F)(F)C(F)(F)C(F)(F)C(F)(F)F.c1ccccc1.c1ccccc1.c1ccccc1.c1ccccc1.c1ccccc1.c1ccccc1.c1ccccc1.c1ccccc1.c1ccccc1.c1ccccc1
- HOMO-LUMO gap (eV) = 9.6

Here are the Löwdin charges for atoms 1 to 4, given in e: -0.10, -0.25, -0.16, -0.17

---

Entry 3:
Molecular formula: C7CrF21O21S7
Method: DFT, ωB97M-V/def2-TZVPD

Geometry (Å):
Cr -0.05 -0.26 0.16
C -3.64 1.31 2.75
F -4.00 1.46 4.03
F -3.75 -0.02 2.51
F -4.44 1.96 1.90
S -1.83 1.68 2.45
O -1.48 1.02 1.17
O -1.71 3.12 2.40
O -1.25 1.09 3.65
C 0.99 3.40 -2.79
F 0.61 2.86 -3.95
F 2.28 3.07 -2.63
F 0.96 4.75 -2.91
S -0.07 2.80 -1.33
O 0.38 1.41 -1.05
O 0.26 3.68 -0.23
O -1.40 2.98 -1.81
C 0.96 -0.17 -3.91
F 0.99 -0.44 -5.24
F 2.03 0.60 -3.63
F -0.15 0.49 -3.65
S 1.02 -1.68 -2.84
O 0.98 -1.15 -1.49
O -0.18 -2.40 -3.23
O 2.27 -2.33 -3.18
C -3.43 -0.22 -3.14
F -2.79 -1.16 -3.82
F -2.94 0.94 -3.55
F -4.74 -0.28 -3.45
S -3.25 -0.46 -1.27
O -1.81 -0.41 -1.04
O -3.99 0.71 -0.79
O -3.82 -1.79 -1.08
C 3.54 2.25 0.86
F 3.19 3.19 -0.02
F 3.68 1.08 0.25
F 4.77 2.56 1.36
S 2.23 2.19 2.25
O 2.97 1.66 3.40
O 1.78 3.56 2.52
O 1.19 1.31 1.73
C 4.12 -2.35 0.42
F 3.93 -2.33 -0.88
F 4.87 -3.43 0.70
F 4.81 -1.24 0.74
S 2.44 -2.37 1.36
O 1.79 -3.55 0.80
O 2.89 -2.53 2.74
O 1.74 -1.13 1.06
C -1.18 -3.41 3.46
F -1.16 -2.33 4.28
F 0.08 -3.72 3.22
F -1.81 -4.39 4.18
S -2.09 -2.96 1.87
O -1.97 -4.16 1.05
O -3.43 -2.65 2.31
O -1.38 -1.80 1.32

Summary:
- total charge = -5
- HOMO (spin up / spin down) (eV) = 5.07 / 3.31
- HOMO-LUMO gap (spin up / spin down) (eV) = 4.7 / 6.5
- spin multiplicity = 5

Here are the natural (NBO) charges for atoms 1 to 4, given in e: 1.35, 0.70, -0.35, -0.32

---

> Which of these has the lowest total charge?

C7CrF21O21S7